{"formula": "C12H20NOP", "method": "ωB97M-V with the def2-TZVPD basis set", "e_above_lowest_ev": 0.188, "lumo_energy_ev": 0.8, "homo_lumo_gap_ev": 9.32, "smiles": "C=NP(O)Cc1ccc(CCC)cc1.C", "max_force_ha_per_bohr": 0.101, "e_homo_ev": -8.57, "elements": ["C", "C", "C", "C", "C", "C", "C", "C", "C", "C", "C", "C", "N", "O", "P", "H", "H", "H", "H", "H", "H", "H", "H", "H", "H", "H", "H", "H", "H", "H", "H", "H", "H", "H", "H"], "coordinates": [[0.671504, -1.644095, 0.475868], [-1.207352, -1.616571, -1.025577], [0.180423, -0.533412, 1.125252], [-1.627058, -0.432732, -0.471150], [-0.053012, -2.225564, -0.634914], [-0.969318, 0.035845, 0.662965], [1.212599, -2.337348, -3.444819], [-0.543824, 2.255478, -1.679588], [1.062771, 3.584161, 4.560788], [0.333133, -3.529967, -1.260707], [-1.477252, 1.256778, 1.346335], [1.375140, -3.456167, -2.378083], [-0.855070, 2.873082, -0.608052], [-1.016157, 3.861002, 1.610103], [-0.232976, 2.613093, 0.930803], [1.650496, -2.140597, 0.895111], [-1.690550, -1.944077, -1.891479], [0.600773, -0.174235, 2.089644], [-2.591725, -0.000241, -0.747915], [0.437808, -2.395409, -4.127188], [0.810370, -1.432905, -2.840110], [2.182235, -2.048184, -3.858757], [0.301870, 1.633431, -1.904347], [1.115860, 3.670662, 3.465060], [-1.042239, 2.573757, -2.640214], [0.084281, 3.097403, 4.661898], [1.786715, 3.069109, 5.164231], [0.990392, 4.669042, 4.811559], [1.016469, -4.323211, -0.548208], [-0.505967, -4.077074, -1.528455], [-2.530408, 1.619673, 1.142706], [-1.353057, 1.192857, 2.364484], [2.439994, -3.287411, -2.002987], [1.306671, -4.353299, -2.886414], [-1.863539, 3.947124, 1.172156]], "forces_ev_per_a": [[1.4, -2.0, -0.3], [0.5, 1.0, -0.4], [0.9, -0.8, 0.9], [-0.5, 0.0, 1.2], [1.8, -0.3, 2.5], [-2.1, 1.3, -0.5], [0.4, 2.2, 3.6], [-0.7, 2.1, -0.9], [-1.7, 1.5, -0.9], [4.5, -1.2, 2.2], [-0.2, 1.1, -2.1], [1.0, 2.6, -0.6], [-0.1, -0.9, -2.1], [0.4, 0.5, 0.8], [-0.3, -0.4, 0.6], [-2.1, 0.8, -1.1], [-1.0, -0.9, -1.1], [0.0, -0.2, -1.0], [0.5, 0.1, -0.1], [-1.3, -0.9, -1.8], [1.1, -0.9, -0.9], [-0.4, -0.1, -0.3], [0.5, -0.8, 0.7], [1.1, -0.7, 0.3], [0.0, -0.4, 1.0], [0.1, 0.3, 0.5], [0.6, -0.2, -0.4], [-0.1, -0.9, 0.5], [-2.4, 2.3, -1.0], [-1.6, -0.9, -0.8], [1.2, -0.6, -0.1], [0.1, -0.3, 2.6], [-1.5, -0.5, -0.1], [0.4, -2.2, -0.9], [-0.5, 0.3, -0.2]]}